Entry 1:
This record from the OMol25 dataset describes C19H38Cl2FNO3PPtSi3 as an isolated structure in a non-equilibrium geometry. The level of theory is wB97M-V/def2-TZVPD.

Values from the calculation:
energy relative to the best compared isomer or geometry (same formula, charge and spin)	18.0	kcal per mole
Kohn-Sham gap (alpha / beta)	5.7 / 7.4	eV
expectation value of S²	2.009
multiplicity	3
HOMO (alpha / beta)	-3.23 / -5.18	eV
lowest unoccupied orbital energy (alpha / beta)	0.0914 / 0.0807	Eh
charge	-1

Cartesian coordinates (Å):
Pt -0.08 -0.73 -0.46
C 0.24 1.75 -3.46
Si 1.62 1.18 -2.28
C 3.00 2.47 -2.56
C 2.22 -0.48 -2.97
C 1.18 1.07 -0.45
Si 2.63 0.87 0.72
C 2.24 0.25 2.47
C 4.04 -0.19 0.03
C 3.38 2.61 1.00
Si -0.23 2.14 0.15
C -0.53 2.09 2.02
C -0.10 3.98 -0.33
C -1.84 1.46 -0.62
C -3.12 1.89 -0.33
C -4.22 1.24 -0.87
C -3.99 0.14 -1.69
C -2.69 -0.24 -1.95
N -1.63 0.40 -1.44
H 0.68 2.18 -4.36
H -0.41 2.51 -3.02
H -0.38 0.91 -3.75
H 3.26 2.52 -3.62
H 3.91 2.22 -2.00
H 2.68 3.46 -2.24
H 2.27 -0.47 -4.07
H 1.52 -1.26 -2.67
H 3.21 -0.76 -2.60
H 1.21 -0.11 2.53
H 2.39 1.03 3.22
H 2.88 -0.60 2.71
H 3.67 -1.20 -0.15
H 4.86 -0.25 0.75
H 4.45 0.20 -0.90
H 2.68 3.25 1.55
H 3.60 3.11 0.05
H 4.30 2.56 1.58
H 0.33 2.46 2.58
H -0.73 1.07 2.33
H -1.40 2.70 2.29
H 0.79 4.43 0.12
H -0.97 4.55 -0.01
H -0.01 4.09 -1.42
H -3.25 2.74 0.33
H -5.22 1.58 -0.65
H -4.81 -0.41 -2.13
H -2.46 -1.09 -2.59
Cl 1.24 -5.69 0.26
C 1.01 -4.41 -0.93
Cl 1.22 -5.05 -2.58
C -0.38 -3.71 -0.83
O -1.23 -4.21 -0.09
O -0.47 -2.70 -1.59
H 1.79 -3.67 -0.78
F 1.42 -1.82 0.62
C -3.70 -3.36 1.84
P -2.40 -2.10 1.95
C -0.90 -2.72 2.74
C -3.12 -1.01 3.25
O -2.21 -1.25 0.73
H -3.88 -3.78 2.84
H -3.40 -4.14 1.15
H -4.61 -2.88 1.48
H -0.96 -2.60 3.82
H -0.06 -2.15 2.33
H -0.73 -3.77 2.49
H -3.33 -1.54 4.17
H -4.04 -0.58 2.86
H -2.42 -0.19 3.45

Entry 2:
This record from the OMol25 dataset describes C53H114CrF15N9O29S5 as an isolated structure in a non-equilibrium geometry. The level of theory is wB97M-V/def2-TZVPD.

Values from the calculation:
Kohn-Sham gap (alpha / beta)	3.3 / 5.3	eV
expectation value of S²	6.047
multiplicity	5
HOMO (alpha / beta)	-10.98 / -12.95	eV
lowest unoccupied orbital energy (alpha / beta)	-0.2815 / -0.2820	Eh
charge	+4

Cartesian coordinates (Å):
Cr 3.24 3.24 -0.25
C 0.66 0.01 -0.93
C 1.54 1.01 -0.43
C 1.05 1.84 0.81
O 1.72 2.91 1.00
C -0.20 1.55 1.49
C -0.94 0.53 0.98
C -0.51 -0.26 -0.28
O -1.24 -1.15 -0.89
O -2.07 0.38 1.63
O 2.65 1.41 -0.91
H 1.03 -0.50 -1.81
H -0.51 2.10 2.36
C 1.84 -3.36 -2.14
O 1.29 -4.64 -2.47
C 1.08 -5.58 -1.41
C 2.38 -6.23 -0.87
N 3.35 -7.06 -1.81
H 2.88 -7.92 -2.05
H 3.63 -6.45 -2.57
C 4.63 -7.52 -1.10
C 5.75 -6.47 -1.27
O 5.32 -5.11 -1.09
C 6.37 -4.10 -1.05
H 1.03 -2.78 -1.71
H 2.33 -2.99 -3.05
H 2.62 -3.38 -1.38
H 0.41 -6.39 -1.71
H 0.53 -5.13 -0.58
H 2.19 -6.96 -0.09
H 3.07 -5.48 -0.48
H 4.80 -8.50 -1.55
H 4.30 -7.68 -0.07
H 6.22 -6.53 -2.25
H 6.52 -6.72 -0.54
H 6.99 -4.31 -0.18
H 5.92 -3.14 -0.82
H 7.04 -4.09 -1.91
C -6.54 -5.15 1.22
O -5.43 -4.33 0.82
C -4.58 -3.82 1.88
C -3.42 -3.00 1.14
N -4.06 -2.09 0.04
H -3.31 -1.53 -0.34
H -4.31 -2.73 -0.70
C -5.16 -1.17 0.58
C -5.72 -0.11 -0.40
O -6.12 -0.69 -1.62
C -6.83 0.16 -2.49
H -7.02 -5.59 0.35
H -7.26 -4.54 1.76
H -6.18 -6.01 1.79
H -4.11 -4.56 2.52
H -5.17 -3.15 2.51
H -2.71 -3.59 0.57
H -2.94 -2.26 1.78
H -4.61 -0.59 1.32
H -6.01 -1.78 0.88
H -4.86 0.55 -0.47
H -6.49 0.56 -0.01
H -7.67 0.73 -2.08
H -7.27 -0.42 -3.30
H -6.19 0.98 -2.83
C -5.10 0.93 -6.66
O -5.08 -0.01 -5.62
C -3.82 -0.35 -5.04
C -3.90 -1.59 -4.09
N -4.89 -2.56 -4.66
H -5.69 -2.16 -5.13
H -4.31 -3.10 -5.29
C -5.53 -3.50 -3.54
C -4.51 -4.55 -2.97
O -3.46 -3.83 -2.28
C -2.31 -4.57 -1.98
H -6.10 1.26 -6.97
H -4.57 0.54 -7.52
H -4.47 1.79 -6.41
H -3.40 0.63 -4.78
H -3.12 -0.66 -5.81
H -4.07 -1.17 -3.10
H -2.97 -2.16 -3.99
H -6.35 -4.03 -4.02
H -5.80 -2.86 -2.69
H -4.30 -5.15 -3.86
H -4.99 -5.19 -2.23
H -1.96 -5.18 -2.82
H -2.46 -5.21 -1.11
H -1.52 -3.88 -1.71
C -1.66 4.75 2.95
O -2.88 4.11 3.14
C -3.66 4.02 1.96
C -4.65 2.84 2.18
N -5.38 2.80 3.57
H -5.64 1.83 3.50
H -4.73 2.76 4.34
C -6.54 3.84 3.76
C -6.06 5.11 4.57
O -5.32 4.87 5.70
C -5.06 6.10 6.38
H -0.99 4.66 3.81
H -1.67 5.83 2.84
H -1.24 4.40 2.01
H -3.05 4.03 1.05
H -4.27 4.92 1.83
H -4.08 1.92 2.05
H -5.44 2.84 1.43
H -7.32 3.23 4.22
H -6.83 4.08 2.74
H -7.00 5.57 4.86
H -5.52 5.76 3.89
H -4.55 6.86 5.78
H -4.44 5.87 7.24
H -6.06 6.49 6.58
C 8.93 -1.04 2.68
O 7.89 -1.99 2.85
C 8.12 -2.98 3.87
C 7.22 -4.20 3.52
N 5.73 -3.77 3.40
H 5.41 -3.45 4.30
H 5.66 -2.96 2.80
C 4.79 -4.87 2.91
C 3.38 -4.31 2.83
O 3.26 -3.28 1.89
C 1.88 -2.75 1.78
H 8.45 -0.07 2.60
H 9.54 -1.23 1.80
H 9.61 -0.87 3.52
H 7.81 -2.47 4.78
H 9.17 -3.29 3.82
H 7.35 -5.00 4.25
H 7.44 -4.51 2.50
H 5.01 -5.71 3.56
H 5.10 -5.10 1.89
H 2.95 -3.96 3.76
H 2.71 -5.10 2.48
H 1.64 -2.32 2.75
H 1.18 -3.57 1.58
H 1.66 -2.05 0.98
C -0.47 0.55 -4.00
O -0.81 0.96 -5.38
C -0.84 2.35 -5.56
C -1.19 2.65 -7.08
N -0.45 1.58 -7.91
H -0.85 0.70 -7.62
H -0.78 1.59 -8.86
C 1.06 1.44 -7.87
C 1.72 2.63 -8.42
O 1.57 3.66 -7.44
C 1.74 5.01 -8.04
H 0.41 1.08 -3.66
H -0.22 -0.50 -3.89
H -1.34 0.66 -3.35
H 0.15 2.69 -5.26
H -1.60 2.66 -4.84
H -0.84 3.60 -7.47
H -2.26 2.57 -7.27
H 1.28 0.51 -8.40
H 1.42 1.36 -6.84
H 1.39 2.89 -9.43
H 2.73 2.41 -8.76
H 1.85 5.72 -7.22
H 0.89 5.35 -8.63
H 2.66 4.96 -8.63
C 1.64 -0.97 6.11
O 0.49 -0.83 5.32
C -0.12 -2.13 5.15
C -1.50 -1.92 4.39
N -2.20 -0.64 4.89
H -1.60 0.16 4.77
H -3.07 -0.53 4.38
C -2.56 -0.52 6.33
C -3.30 0.80 6.57
O -2.46 1.85 6.11
C -2.76 3.07 6.66
H 2.44 -1.49 5.58
H 1.40 -1.39 7.09
H 2.19 -0.04 6.28
H -0.35 -2.67 6.07
H 0.56 -2.81 4.66
H -2.28 -2.65 4.25
H -1.34 -1.69 3.33
H -1.58 -0.43 6.81
H -3.06 -1.43 6.65
H -3.70 0.96 7.57
H -4.15 0.75 5.90
H -2.25 3.90 6.16
H -2.42 3.14 7.69
H -3.84 3.23 6.67
C 5.35 -0.18 -0.36
F 4.57 -0.51 -1.40
F 4.77 -0.47 0.76
F 6.49 -0.81 -0.58
S 5.84 1.73 -0.43
O 7.27 1.84 -0.34
O 5.20 2.21 -1.65
N 4.75 2.53 0.69
S 5.71 2.48 2.03
O 6.43 1.24 2.32
O 6.44 3.75 2.08
C 4.35 2.66 3.43
F 5.01 2.93 4.56
F 3.63 3.70 3.06
F 3.55 1.60 3.47
C 3.77 4.42 -4.37
F 4.94 3.82 -4.43
F 3.68 5.48 -5.21
F 2.87 3.51 -4.61
S 3.51 5.13 -2.57
O 4.81 4.94 -1.91
O 3.11 6.53 -2.76
N 2.36 4.15 -1.73
S 0.95 4.43 -2.42
O 0.89 4.95 -3.76
O 0.04 3.23 -2.26
C 0.18 5.66 -1.14
F -0.94 6.09 -1.70
F -0.19 5.10 0.01
F 0.98 6.66 -0.98
C 3.33 7.07 2.49
F 3.62 8.34 2.62
F 3.81 6.38 3.59
F 2.00 6.98 2.44
S 4.20 6.37 0.92
O 5.58 6.35 1.37
O 3.62 5.04 0.65
O 3.98 7.34 -0.15

Q: charge of number 1 (C19H38Cl2FNO3PPtSi3)?
A: -1